Computed, not measured: 3 unconnected molecules or ions with the total composition C16H42N4OP, with ωB97M-V/def2-TZVPD.

The geometry in XYZ format:
```
64
Properties=species:S:1:pos:R:3:forces:R:3:nbo_charge:R:1
P -0.960580 2.152455 4.594079 1.6 0.1 1.1 1.29
O -3.232360 1.101189 3.544089 0.1 -0.1 0.0 -0.50
N 0.192476 -2.341068 -4.882003 0.0 -0.1 0.0 -0.45
N 0.033611 2.033841 5.816793 -1.1 -0.4 -0.3 -1.27
N 1.755549 0.091479 -0.063330 0.0 0.0 0.2 -0.46
N -3.431485 0.899235 6.457796 -0.2 0.3 0.1 -0.50
C 3.021842 -0.557793 -0.364472 0.2 -0.1 -0.2 -0.22
C 1.622022 -0.002341 2.490043 -0.1 0.0 0.0 -0.63
C 4.258089 -0.131664 0.435905 0.0 -0.1 0.0 -0.64
C 2.183975 2.002970 -1.583184 0.0 0.0 0.0 -0.62
C 1.061991 -0.383912 1.113147 -0.2 -0.1 0.0 -0.20
C -2.112424 0.718467 4.340246 -0.4 0.6 -0.3 -0.24
C -1.148577 -1.981345 -5.306923 -0.2 0.0 0.0 -0.22
C 1.734783 1.536052 -0.206609 0.1 0.1 -0.1 -0.21
C -4.439391 1.299714 4.254481 0.0 0.2 0.1 -0.10
C -0.113555 -1.444750 -2.584150 0.0 0.1 0.1 -0.64
C 1.668636 -1.495574 -6.798341 0.0 0.0 -0.1 -0.64
C -4.197092 1.900933 5.618978 0.0 -0.2 -0.2 -0.26
C 1.136362 -2.650720 -5.942376 0.1 -0.1 0.0 -0.21
C 0.756818 -1.518607 -3.829529 0.0 0.1 0.1 -0.21
C -1.383420 -0.554904 -5.821721 -0.1 0.0 -0.1 -0.64
C -2.516389 0.043337 5.626653 0.1 -0.4 0.0 -0.26
H 0.984303 -1.473154 1.048661 0.1 0.0 0.0 0.20
H 0.977921 -0.491994 -4.166792 0.0 0.0 0.0 0.15
H 1.601666 1.516678 -2.366948 0.0 0.0 0.0 0.21
H -4.105567 0.296388 6.931240 0.1 0.0 0.1 0.44
H -0.296542 2.298126 3.362298 -0.4 0.1 -0.2 -0.03
H -0.058099 1.148182 6.303508 0.5 0.1 0.1 0.36
H 0.029723 -0.015511 1.047071 0.0 0.1 0.0 0.18
H 5.159020 -0.478069 -0.072318 0.0 0.0 0.0 0.22
H -1.461540 -2.696325 -6.071342 0.1 0.0 0.0 0.20
H 2.877919 -1.636491 -0.262838 -0.1 0.0 0.1 0.20
H 4.271439 -0.560510 1.436993 0.0 0.1 0.0 0.20
H -1.664188 -0.237082 6.231777 0.2 0.1 0.1 0.26
H -3.598132 2.795915 5.524386 0.1 0.2 0.2 0.24
H 2.340385 2.048440 0.558119 0.0 0.0 0.0 0.16
H 1.716320 -1.961799 -3.547370 0.0 0.0 -0.1 0.19
H -2.454327 -0.341924 -5.835285 0.0 0.0 0.0 0.21
H 2.518905 -0.563991 2.741591 0.0 0.0 0.0 0.22
H 1.852367 1.061645 2.561689 0.0 0.0 0.0 0.21
H 0.922046 -1.129504 -7.501585 0.0 0.0 0.0 0.20
H -5.006414 0.371502 4.344975 0.0 -0.2 -0.1 0.19
H -5.038127 2.003562 3.686515 -0.1 0.0 -0.2 0.24
H 0.701422 1.865451 -0.056654 0.0 -0.1 0.1 0.19
H 3.239916 1.799462 -1.760762 0.0 0.0 0.0 0.21
H 2.521719 -1.838441 -7.386771 0.0 0.0 0.0 0.21
H 0.879695 -0.230274 3.264115 0.0 0.0 0.0 0.18
H -1.741332 3.319941 4.718788 -0.2 -0.1 -0.5 -0.07
H -1.050885 -0.916328 -2.770577 0.0 0.0 0.0 0.20
H -0.349765 -2.446319 -2.218664 0.0 0.0 0.0 0.21
H 1.989750 -3.153981 -5.476950 0.0 0.0 0.1 0.19
H 0.680301 -3.398293 -6.596564 -0.1 0.0 0.0 0.19
H 0.422948 -0.903948 -1.798920 -0.1 -0.1 -0.1 0.24
H 3.230247 -0.403488 -1.425986 0.0 0.1 0.0 0.20
H 2.041254 3.080250 -1.670872 0.0 0.0 0.0 0.22
H -1.825013 -2.156135 -4.466324 0.0 0.0 0.0 0.19
H -0.912000 0.193975 -5.183380 0.0 0.0 0.0 0.20
H -1.553476 -0.023428 3.775679 0.2 -0.1 -0.1 0.26
H 2.009282 -0.656712 -6.190443 0.0 0.0 0.0 0.20
H -5.120964 2.141125 6.127597 -0.2 0.0 0.1 0.25
H -3.036060 -0.876902 5.382620 -0.3 0.0 0.0 0.25
H -2.905841 1.396969 7.180741 0.1 -0.1 0.0 0.45
H 4.335258 0.952597 0.526580 0.0 0.0 0.0 0.21
H -1.016400 -0.416607 -6.837154 0.1 0.0 0.0 0.21
```
Positions in Å, forces in eV/Å.

Output
energy above the lowest of the compared OMol25 structures with the same formula, charge and spin	24.7	kJ/mol
multiplicity	1
LUMO	-3.6	eV
charge	+1
frontier orbital gap	0.208	Eh
DFT total energy	-1270.084952	Eh

Computed, not measured: 2 unconnected molecules or ions with the total composition C2H7NO, with ωB97M-V/def2-TZVPD.

The geometry in XYZ format:
```
11
Properties=species:S:1:pos:R:3:forces:R:3:nbo_charge:R:1
O -0.289157 0.580756 1.716239 -0.2 0.0 -0.1 -0.54
N 1.926908 -1.341117 -1.427619 -0.9 0.5 0.0 -1.09
C -0.938174 0.801128 -0.549808 -1.5 -0.3 1.5 -0.71
C -1.154796 0.375354 0.890466 1.4 0.3 0.8 0.42
H -0.773405 -0.135319 -1.077039 0.4 0.3 -0.6 0.25
H -0.137165 1.519174 -0.485483 0.5 -0.2 -0.6 0.24
H 2.477724 -1.452811 -2.245622 0.5 -0.2 -0.5 0.36
H 1.326858 -2.133828 -1.278713 0.2 -0.2 0.2 0.36
H -2.022504 -0.165425 1.291133 -0.6 -0.1 -0.7 0.12
H 2.473504 -1.083705 -0.631634 0.2 -0.2 0.3 0.37
H -1.851294 1.297223 -0.883663 0.0 -0.2 -0.4 0.22
```
Positions in Å, forces in eV/Å.

Output
energy above the lowest of the compared OMol25 structures with the same formula, charge and spin	73.9	kJ/mol
multiplicity	1
LUMO	1.0	eV
charge	0
frontier orbital gap	0.392	Eh
SMILES	CC=O.N
DFT total energy	-210.370590	Eh

Computed, not measured: 2 unconnected molecules or ions with the total composition C2H6ClN2S, with ωB97M-V/def2-TZVPD.

The geometry in XYZ format:
```
12
Properties=species:S:1:pos:R:3:forces:R:3:nbo_charge:R:1
Cl -1.756096 -1.545060 0.796770 0.5 0.9 -0.5 0.17
S -1.171178 1.060034 -0.379712 -1.4 -2.0 1.1 0.95
N 2.106054 -0.683528 0.127869 5.4 -0.9 2.7 -0.66
N -0.862006 -0.537494 -0.297992 0.2 0.9 -0.2 -0.85
C 1.379700 -0.653134 -0.903279 -0.8 -2.7 0.3 0.18
C -2.374155 1.532914 0.607503 2.5 0.0 -1.5 -0.65
H 2.661524 0.167079 0.319088 -1.1 -0.2 0.4 0.42
H 1.181810 -1.583372 -1.392165 -0.6 -0.1 -0.5 0.24
H 1.183930 0.279217 -1.267230 -0.6 2.0 -1.5 0.21
H -2.647964 0.887635 1.407302 -0.8 -0.1 0.5 0.27
H -2.433470 2.591012 0.458916 -0.9 0.5 0.6 0.26
H 2.731849 -1.515306 0.522931 -2.6 1.7 -1.4 0.46
```
Positions in Å, forces in eV/Å.

Output
energy above the lowest of the compared OMol25 structures with the same formula, charge and spin	123.1	kJ/mol
multiplicity	1
LUMO (alpha / beta)	-4.6 / -4.6	eV
charge	+1
frontier orbital gap (alpha / beta)	0.304 / 0.304	Eh
DFT total energy	-1047.286927	Eh

Computed, not measured: 2 unconnected molecules or ions with the total composition C17H19BrClNO7P, with ωB97M-V/def2-TZVPD.

The geometry in XYZ format:
```
47
Properties=species:S:1:pos:R:3:forces:R:3:nbo_charge:R:1
Br 0.213204 2.985475 -0.418761 0.2 -0.6 -0.2 -0.19
Cl 6.365768 -1.873271 -2.599417 -0.6 0.1 0.3 0.01
P -0.559261 1.468384 -1.895232 -1.4 0.2 -0.6 1.01
O -2.143522 0.951910 2.691703 -0.5 0.3 -0.6 -0.48
O -1.405846 0.352982 -1.030055 1.8 0.6 -1.0 -1.01
O 5.284430 0.045097 -1.179617 0.3 -0.7 -0.5 -0.46
O -0.921727 1.130676 -5.178497 0.5 -0.2 0.5 -0.68
O 0.871794 2.422200 -5.378691 0.2 -0.8 0.3 -0.47
O -4.365562 0.959705 2.481438 0.6 0.0 -0.6 -0.47
O -3.072195 1.308374 0.669449 -0.3 0.1 -0.2 -0.64
N 2.777006 -0.887741 -2.261587 0.2 -0.3 0.2 -0.28
C 0.966874 -1.840590 0.124605 -0.4 0.4 -0.7 -0.38
C 1.175182 0.643007 -3.882396 -0.5 -0.3 -1.0 -0.01
C 0.350538 1.476837 -4.855669 -0.2 1.5 -0.5 0.75
C 2.269891 -0.050136 -4.423650 -0.4 0.4 -0.1 -0.20
C 1.365193 -0.386751 -0.280620 1.2 -0.9 0.6 -0.50
C -4.079811 0.510751 3.820328 -0.4 0.1 0.8 0.06
C 0.770526 -0.049629 3.051285 0.3 0.5 -0.2 -0.22
C -2.682696 1.036894 4.018163 0.2 -0.2 0.3 -0.10
C -0.074188 -1.803938 1.242077 -0.3 -0.7 0.8 -0.49
C 0.909880 0.516869 -2.542762 -0.4 0.2 1.0 -0.32
C 1.725777 -0.271073 -1.729501 -0.8 0.7 0.9 0.34
C 0.312828 -0.868427 2.308484 0.1 -0.3 -0.5 -0.02
C -3.187483 1.092498 1.840715 0.0 -0.1 0.9 1.01
C 5.130067 -1.031661 -1.664061 -0.6 0.8 0.8 0.51
C 3.026322 -0.782221 -3.584375 0.9 -0.5 -0.7 0.07
C -5.090447 1.047367 4.803848 -0.3 0.2 -0.3 -0.63
C 3.725278 -1.706368 -1.481224 1.5 -0.2 -1.1 -0.31
H -1.079164 -1.584559 0.862875 0.3 0.2 0.0 0.25
H -4.826307 0.771704 5.824741 0.1 -0.1 0.0 0.23
H -2.069880 0.846093 -0.502283 -0.5 -0.1 0.6 0.53
H -0.149258 -2.807061 1.686130 0.0 0.1 -0.2 0.25
H 0.533223 -2.326461 -0.761558 0.0 -0.1 0.3 0.22
H 3.528485 -1.699414 -0.414642 -0.2 0.0 -0.2 0.27
H 3.750482 -2.700990 -1.934851 -0.2 0.0 0.4 0.25
H 1.219232 0.811338 3.497268 -0.2 -0.3 0.4 0.24
H -4.098139 -0.582738 3.821192 0.1 0.0 -0.1 0.19
H -6.082491 0.654208 4.582274 0.0 -0.1 0.1 0.24
H -1.476092 1.152036 -4.380953 0.0 -0.2 0.0 0.51
H 3.878279 -1.314465 -4.001326 -0.1 -0.1 0.5 0.25
H 2.525824 -0.020315 -5.476421 -0.1 0.1 0.1 0.27
H 1.817442 -2.454689 0.435282 0.0 0.3 0.0 0.21
H -2.655797 2.082555 4.334186 -0.1 0.0 0.0 0.19
H -5.159728 2.134010 4.735737 0.1 0.0 0.0 0.23
H 2.226351 -0.094614 0.339708 -0.2 0.1 -0.2 0.26
H 0.557618 0.296403 -0.027873 0.3 -0.2 -0.1 0.28
H -2.097898 0.439743 4.714531 0.1 -0.1 -0.2 0.22
```
Positions in Å, forces in eV/Å.

Output
multiplicity	1
LUMO	-4.4	eV
charge	+1
frontier orbital gap	0.284	Eh
DFT total energy	-4615.952253	Eh

Computed, not measured: a molecular structure, C13H27InNO, with ωB97M-V/def2-TZVPD.

The geometry in XYZ format:
```
43
Properties=species:S:1:pos:R:3:forces:R:3:lowdin_charge:R:1
In -0.536726 -1.249085 0.527294 0.2 -0.3 -0.6 0.62
O -1.764551 1.370559 -0.430530 -1.6 0.4 -2.2 -0.35
N 4.508575 2.306373 -1.257730 -1.3 0.0 0.6 -0.09
C -3.756138 3.040679 -0.500486 0.9 -0.7 -0.5 -0.11
C 4.102745 -0.144639 -1.907735 -1.1 -0.4 -0.3 -0.23
C 1.050646 -2.561237 -0.518779 0.3 0.1 -1.0 -0.33
C 4.174937 0.929818 -0.670522 -1.0 -0.5 -0.9 -0.29
C -1.284149 0.171063 -1.133484 1.3 -0.2 -0.6 -0.31
C -2.867279 -0.141923 2.725753 -0.4 0.5 2.0 -0.23
C 1.865944 -1.495942 -1.517633 -0.3 -0.3 1.7 -0.33
C -2.534770 2.250455 -1.323234 -0.5 0.3 -0.3 -0.28
C -0.374060 0.955630 4.172796 -8.1 -3.5 -4.5 -0.03
C -2.913839 -1.779554 2.641050 -0.8 -0.9 0.0 -0.33
C -2.335352 -2.420533 1.247480 -1.1 -0.8 0.5 -0.34
C -1.594355 0.436376 3.643760 8.5 3.6 2.2 -0.12
C 3.496545 -1.619859 -1.404450 0.0 1.1 -0.6 -0.22
H -1.811825 3.012431 -1.871279 -1.4 -1.4 1.1 0.12
H -3.045719 1.589018 -2.152064 1.0 1.3 1.5 0.11
H -3.790251 4.176225 -0.783650 0.0 -2.2 0.5 0.06
H 4.953719 0.551807 0.116977 -1.4 1.0 -1.4 0.11
H -3.218689 -2.420767 0.448615 1.8 0.1 1.6 0.04
H -3.509738 2.945876 0.641724 -0.7 0.1 -2.2 0.08
H -4.065955 -2.080761 2.700819 2.2 0.8 0.1 0.09
H 1.591528 -0.387241 -1.172004 0.7 -2.3 -0.8 0.05
H -2.062039 -0.334716 -1.846319 1.0 1.2 1.2 0.05
H -0.332941 0.453557 -1.779535 -1.9 -0.3 0.9 0.04
H 0.353421 -0.354977 1.808906 -0.2 -0.3 -0.6 -0.07
H -3.840770 0.185070 3.332056 2.1 -0.6 -1.2 0.10
H 1.427798 -1.622785 -2.595200 1.2 0.3 1.8 0.11
H -2.050784 -3.568197 1.385589 -0.7 2.3 0.0 0.03
H 3.274447 0.269837 -2.660320 1.8 -0.7 1.4 0.11
H 3.879405 2.416206 -2.100528 0.9 -0.2 1.3 0.06
H -4.758826 2.492823 -0.819427 2.0 1.4 1.1 0.08
H 0.746580 1.358181 4.259507 -3.3 -1.2 -0.1 0.04
H 5.092161 -0.264359 -2.522032 -1.6 0.4 1.4 0.10
H 3.084393 1.032428 -0.211319 2.3 -0.8 -0.6 0.12
H 1.726266 -2.966377 0.349640 -1.1 0.5 -1.9 0.02
H 4.146811 3.039674 -0.577977 0.7 -1.2 -1.1 0.06
H 3.878978 -2.515126 -2.053769 -0.6 1.7 1.1 0.10
H -2.947172 0.405910 1.687127 0.8 -1.1 2.0 0.10
H 0.555694 -3.421022 -1.171395 1.3 1.5 1.5 0.02
H 3.907015 -1.769617 -0.315480 -1.2 0.1 -1.9 0.11
H -2.421683 -2.271277 3.607791 -0.8 1.3 -2.1 0.11
```
Positions in Å, forces in eV/Å.

Output
multiplicity	1
LUMO	3.0	eV
charge	-1
frontier orbital gap	0.263	Eh
DFT total energy	-831.246271	Eh

Q: What is the formula in the third record?
A: C2H6ClN2S

Q: Which formula does entry 1 have?
A: C16H42N4OP

Q: Among the records above, which one has the lowest DFT total energy?
A: C17H19BrClNO7P